(1)
Molecular formula: C39H50AsN4PS2Zn
Method: DFT, ωB97M-V with the def2-TZVPD basis set

Positions of all 98 atoms, in Å:
Zn1 -1.452 -1.779 1.216
C1 -4.196 -2.357 -0.113
C2 -4.624 -1.010 0.460
N1 -3.445 -0.348 1.021
C3 -3.648 0.352 2.282
C4 -3.790 -0.577 3.481
S1 -2.446 -1.804 3.621
C5 -3.291 -3.392 3.346
C6 -4.077 -3.520 2.047
N2 -3.346 -3.048 0.863
H1 -5.075 -2.951 -0.383
H2 -3.595 -2.188 -1.009
H3 -5.087 -0.416 -0.330
H4 -5.378 -1.149 1.236
H5 -3.081 0.321 0.352
H6 -2.776 0.990 2.427
H7 -4.534 1.000 2.260
H8 -3.758 0.015 4.394
H9 -4.728 -1.132 3.467
H10 -2.471 -4.111 3.375
H11 -3.945 -3.576 4.198
H12 -4.358 -4.571 1.937
H13 -5.003 -2.956 2.135
H14 -2.905 -3.835 0.405
C7 0.153 3.062 0.297
C8 1.649 3.308 0.080
As1 2.284 3.221 -1.811
C9 3.922 4.219 -1.435
C10 4.798 3.699 -0.484
C11 5.981 4.351 -0.175
C12 6.310 5.531 -0.827
C13 5.454 6.048 -1.787
C14 4.269 5.394 -2.093
C15 1.174 4.696 -2.467
C16 0.506 4.538 -3.678
C17 -0.318 5.538 -4.174
C18 -0.472 6.721 -3.467
C19 0.205 6.900 -2.268
C20 1.019 5.894 -1.772
P1 -0.458 1.309 0.248
C21 -0.368 0.772 -1.499
C22 0.323 -0.363 -1.924
C23 0.267 -0.758 -3.253
C24 -0.519 -0.063 -4.160
C25 -1.273 1.018 -3.727
C26 -1.202 1.430 -2.405
C27 0.827 0.342 1.065
C28 2.306 0.125 0.713
C29 3.280 0.623 1.688
C30 2.965 0.583 3.035
C31 1.707 0.227 3.469
C32 0.599 0.024 2.536
H15 -0.458 3.634 -0.409
H16 -0.126 3.399 1.301
H17 2.216 2.599 0.683
H18 1.901 4.303 0.452
H19 4.548 2.772 0.024
H20 6.647 3.939 0.572
H21 7.234 6.042 -0.591
H22 5.708 6.967 -2.301
H23 3.607 5.805 -2.846
H24 0.645 3.620 -4.234
H25 -0.835 5.396 -5.115
H26 -1.105 7.508 -3.856
H27 0.103 7.829 -1.722
H28 1.550 6.054 -0.841
H29 0.906 -0.953 -1.228
H30 0.845 -1.614 -3.578
H31 -0.557 -0.369 -5.197
H32 -1.915 1.548 -4.419
H33 -1.798 2.276 -2.075
H34 2.572 0.310 -0.324
H35 4.275 0.886 1.354
H36 3.722 0.851 3.762
H37 1.483 0.196 4.526
H38 -0.367 0.314 2.939
C33 -1.465 -5.412 0.410
C34 -0.639 -6.679 0.057
N3 0.780 -6.395 0.205
C35 1.048 -5.909 1.556
C36 0.299 -4.572 1.796
N4 -0.568 -4.262 0.640
C37 0.279 -4.109 -0.567
C38 1.160 -5.370 -0.763
H39 -2.056 -5.574 1.318
H40 -2.140 -5.165 -0.416
H41 -0.814 -6.979 -0.977
H42 -0.905 -7.519 0.700
H43 2.124 -5.769 1.661
H44 0.734 -6.677 2.264
H45 1.000 -3.745 1.910
H46 -0.323 -4.619 2.694
H47 0.895 -3.225 -0.434
H48 -0.386 -3.938 -1.418
H49 2.214 -5.130 -0.616
H50 1.046 -5.780 -1.768
S2 2.070 -1.747 0.983
C39 0.462 -1.088 1.476

Output
charge: +1
<S²>: 0.778
calculated total energy: -187422.59636 eV
LUMO energy (alpha / beta): -2.1 / -2.6 eV
ΔE to the lowest compared entry with this formula, charge and spin: 61.7 kJ/mol
HOMO level (alpha / beta): -9.05 / -10.13 eV
M: 810.28 g mol⁻¹
frontier orbital gap (alpha / beta): 6.99 / 7.50 eV
multiplicity: 2

=====

(2)
Molecular formula: C39H50BaN10O5PS3
Method: DFT, ωB97M-V with the def2-TZVPD basis set

Positions of all 109 atoms, in Å:
Ba1 -1.185 1.080 0.437
C1 -4.471 4.243 0.167
C2 -3.007 3.915 0.393
O1 -2.736 2.719 0.779
C3 -2.060 4.896 0.190
C4 -0.617 4.728 0.266
C5 0.216 5.984 0.149
N1 -0.059 3.568 0.403
N2 1.355 3.608 0.441
C6 1.882 2.450 0.708
O2 1.280 1.348 0.996
C7 3.395 2.424 0.644
C8 4.037 1.191 0.632
C9 5.425 1.098 0.566
C10 6.196 2.251 0.511
C11 5.560 3.494 0.515
C12 4.176 3.579 0.578
H1 -4.997 3.330 -0.119
H2 -4.600 4.995 -0.614
H3 -4.919 4.624 1.092
H4 -2.425 5.881 -0.073
H5 -0.423 6.853 -0.016
H6 0.933 5.889 -0.667
H7 0.808 6.137 1.055
H8 3.418 0.303 0.647
H9 5.905 0.123 0.556
H10 7.278 2.187 0.459
H11 6.153 4.401 0.472
H12 3.666 4.535 0.576
N3 -0.938 3.026 7.957
C13 -0.525 1.833 7.513
S1 0.136 0.724 8.537
C14 -0.697 1.619 6.025
C15 -0.477 0.371 5.470
C16 -0.667 0.204 4.108
N4 -1.053 1.185 3.298
C17 -1.251 2.387 3.822
C18 -1.080 2.646 5.176
H13 -0.925 3.160 8.954
H14 -1.561 3.595 7.412
H15 -0.167 -0.452 6.099
H16 -0.504 -0.766 3.642
H17 -1.553 3.168 3.126
H18 -1.225 3.662 5.521
O3 -0.043 -0.828 -0.275
P1 1.124 -1.619 -0.757
N5 2.129 -2.068 0.469
C19 2.903 -3.306 0.512
C20 3.956 -2.999 1.580
C21 3.259 -2.001 2.542
C22 1.914 -1.664 1.870
N6 0.719 -3.094 -1.423
C23 0.475 -3.164 -2.875
C24 -0.129 -4.548 -3.043
C25 -1.042 -4.691 -1.818
C26 -0.395 -3.809 -0.727
N7 1.913 -0.825 -1.950
C27 3.308 -1.079 -2.319
C28 3.887 0.305 -2.610
C29 2.684 1.137 -3.081
C30 1.448 0.511 -2.417
H19 3.315 -3.569 -0.460
H20 2.269 -4.142 0.839
H21 4.827 -2.530 1.115
H22 4.295 -3.907 2.082
H23 3.859 -1.102 2.665
H24 3.102 -2.428 3.535
H25 1.631 -0.613 1.934
H26 1.119 -2.286 2.305
H27 1.403 -3.035 -3.429
H28 -0.234 -2.400 -3.212
H29 0.666 -5.298 -3.018
H30 -0.670 -4.650 -3.986
H31 -1.137 -5.728 -1.498
H32 -2.042 -4.319 -2.046
H33 -0.003 -4.394 0.108
H34 -1.125 -3.104 -0.324
H35 3.370 -1.721 -3.206
H36 3.838 -1.580 -1.506
H37 4.677 0.255 -3.359
H38 4.308 0.735 -1.697
H39 2.588 1.108 -4.169
H40 2.784 2.178 -2.781
H41 0.623 0.413 -3.126
H42 1.099 1.122 -1.587
N8 -4.082 -4.229 -5.764
C31 -3.963 -3.100 -4.939
C32 -5.071 -2.591 -4.267
C33 -4.954 -1.460 -3.469
C34 -3.729 -0.826 -3.338
C35 -2.622 -1.313 -4.028
C36 -2.738 -2.439 -4.824
S2 -3.511 0.528 -2.223
O4 -2.637 1.468 -2.880
O5 -4.841 0.943 -1.848
N9 -2.669 -0.049 -1.008
C37 -3.181 -0.837 -0.018
S3 -4.540 -1.973 -0.190
C38 -4.349 -2.470 1.445
C39 -3.329 -1.791 2.004
N10 -2.668 -0.884 1.202
H43 -4.849 -4.839 -5.535
H44 -3.226 -4.740 -5.906
H45 -6.030 -3.090 -4.366
H46 -5.810 -1.063 -2.935
H47 -1.675 -0.794 -3.936
H48 -1.876 -2.814 -5.367
H49 -5.007 -3.197 1.896
H50 -3.011 -1.898 3.034

Output
charge: -1
calculated total energy: -108887.82000 eV
LUMO energy: 1.5 eV
ΔE to the lowest compared entry with this formula, charge and spin: 242.4 kJ/mol
HOMO level: -3.51 eV
M: 1003.40 g mol⁻¹
frontier orbital gap: 5.01 eV

=====

Q: The highest M belongs to which entry?
A: C39H50BaN10O5PS3

=====

Q: Look up the ΔE to the lowest compared entry with this formula, charge and spin of the second one.
A: 242.4 kJ/mol

=====

Q: Among the records above, which one has the lowest ΔE to the lowest compared entry with this formula, charge and spin?
A: C39H50AsN4PS2Zn